[1]
A 7-piece molecular cluster, C10H34N4O7 overall at a distorted geometry. Source: the OMol25 dataset; level of theory: ωB97M-V/def2-TZVPD.

Structure (XYZ):
```
55
Properties=species:S:1:pos:R:3:lowdin_charge:R:1
N 4.131 -1.586 1.948 0.15
C 4.030 -0.310 2.271 -0.58
N 4.850 0.037 3.205 0.18
O 2.999 0.463 1.776 -0.11
H 3.564 -1.900 1.137 0.12
H 4.982 -2.077 2.011 0.09
H 4.893 0.975 3.530 0.12
H 5.368 -0.517 3.793 0.09
N -2.983 5.479 2.245 0.15
C -2.409 4.319 2.261 -0.65
N -2.242 3.956 1.040 0.16
O -2.093 3.522 3.311 -0.10
H -3.132 5.941 3.128 0.12
H -3.003 6.093 1.457 0.11
H -1.896 3.033 0.772 0.06
H -2.760 4.479 0.270 0.16
C -2.113 -1.191 -2.314 -0.07
C -1.762 -0.125 -3.377 -0.30
O -2.163 1.090 -2.799 -0.10
H -3.226 -1.234 -2.337 0.09
H -1.868 -0.983 -1.266 0.04
H -1.699 -2.138 -2.636 0.05
H -2.239 -0.346 -4.398 0.14
H -0.736 -0.069 -3.636 0.07
H -1.430 1.426 -2.277 0.04
C -0.134 1.483 1.639 -0.04
C -1.495 0.807 1.221 -0.26
O -2.021 1.431 0.098 -0.13
H 0.273 2.073 0.824 0.07
H 0.589 0.815 2.093 0.05
H -0.360 2.217 2.439 0.07
H -2.232 0.842 2.013 0.12
H -1.249 -0.217 0.929 0.08
H -2.781 0.893 -0.186 0.12
C 0.832 -1.943 1.364 -0.09
C -0.144 -2.838 0.621 -0.35
O -0.718 -3.724 1.534 -0.07
H 1.216 -1.274 0.597 0.04
H 1.685 -2.524 1.765 0.07
H 0.457 -1.356 2.201 0.08
H 0.395 -3.346 -0.189 0.10
H -0.931 -2.247 0.094 0.09
H -1.211 -4.371 0.972 0.11
C 0.974 -2.853 -3.510 -0.15
O 0.206 -3.651 -4.415 -0.10
H 0.920 -1.824 -3.849 0.07
H 1.979 -3.200 -3.487 0.07
H 0.531 -2.831 -2.503 0.05
H -0.016 -4.433 -3.960 0.04
C 1.299 0.429 -1.395 -0.15
O 0.335 1.422 -1.469 -0.12
H 0.674 -0.466 -1.220 0.07
H 1.942 0.513 -0.534 0.06
H 2.006 0.346 -2.193 0.08
H -0.086 1.489 -0.608 0.02
```

Summary:
SMILES: NC(N)=O.NC(N)=O.CCO.CCO.CCO.CO.CO
E_LUMO: 0.40 eV
energy: -1147.00068 hartree
2S+1: 1

[2]
A 7-piece molecular cluster, C10H34O10 overall at a distorted geometry. Source: the OMol25 dataset; level of theory: ωB97M-V/def2-TZVPD.

Structure (XYZ):
```
54
Properties=species:S:1:pos:R:3:lowdin_charge:R:1
O 14.299 4.823 9.004 -0.09
C 13.516 4.323 10.084 -0.22
C 13.033 5.376 11.116 -0.25
O 14.139 6.161 11.400 -0.09
H 15.175 5.138 9.370 0.07
H 12.652 3.868 9.580 0.11
H 14.045 3.506 10.644 0.13
H 12.584 4.906 12.026 0.14
H 12.289 5.935 10.531 0.09
H 13.818 7.009 11.816 0.10
O 13.344 9.004 11.510 -0.06
C 12.410 8.790 10.441 -0.26
C 13.012 8.401 9.167 -0.24
O 14.030 9.375 8.808 -0.09
H 13.933 9.586 11.019 0.08
H 11.727 7.971 10.685 0.10
H 11.791 9.698 10.278 0.13
H 12.299 8.457 8.350 0.12
H 13.514 7.410 9.165 0.10
H 14.939 8.947 8.913 0.09
O 17.211 4.937 9.010 -0.10
C 17.824 6.219 8.661 -0.20
C 17.462 7.214 9.764 -0.24
O 16.137 7.697 9.811 -0.07
H 16.787 4.553 8.209 0.10
H 18.957 6.107 8.703 0.13
H 17.579 6.554 7.625 0.13
H 18.125 8.073 9.631 0.12
H 17.748 6.762 10.764 0.14
H 15.634 7.073 10.329 0.04
C 8.799 3.444 9.095 -0.10
O 9.952 4.355 9.203 -0.16
H 7.938 3.841 8.627 0.06
H 9.142 2.473 8.763 0.07
H 8.654 3.234 10.152 0.07
H 9.636 5.242 9.077 0.00
C 8.531 7.939 8.748 -0.12
O 9.355 7.027 9.509 -0.16
H 9.038 8.187 7.782 0.08
H 7.524 7.529 8.462 0.09
H 8.453 8.851 9.358 0.08
H 9.154 7.118 10.444 0.09
C 11.323 5.996 6.302 -0.13
O 12.603 6.307 6.791 -0.15
H 10.617 6.728 6.804 0.08
H 11.277 6.159 5.204 0.09
H 11.115 4.977 6.572 0.07
H 12.810 5.846 7.629 0.06
C 14.688 7.439 4.379 -0.13
O 15.164 7.518 5.765 -0.15
H 15.484 7.911 3.719 0.09
H 14.532 6.418 4.125 0.05
H 13.743 7.999 4.268 0.07
H 14.488 7.114 6.298 0.01
```

Summary:
SMILES: OCCO.OCCO.OCCO.CO.CO.CO.CO
E_LUMO: 0.37 eV
energy: -1153.66821 hartree
2S+1: 1

So what do the calculations give for HOMO energy? Going down the list: -0.3320; -0.3561 Ha.